1.
A 2-piece molecular cluster, C5H7N3O2 overall. Source: the OMol25 dataset; level of theory: wB97M-V/def2-TZVPD.

Each line ends with the Mulliken charge.
Cartesian coordinates (Å):
C: -0.448 -0.553 2.574  -0.655
C: -1.031 -0.342 1.284  0.059
C: 1.202 -0.584 -1.366  0.523
C: -1.118 0.521 -1.522  -1.393
C: 0.168 0.416 -0.762  0.179
N: 0.858 -0.302 2.546  -0.619
N: 1.144 0.114 1.311  -0.337
N: 0.022 0.115 0.585  0.591
O: 1.014 -1.173 -2.360  -0.521
O: 2.365 -0.586 -0.720  -0.554
H: -0.860 -0.851 3.462  0.478
H: -1.995 -0.301 0.994  0.459
H: -1.747 1.471 -1.208  0.353
H: -0.743 0.733 -2.615  0.355
H: -1.746 -0.377 -1.536  0.400
H: 0.790 1.725 -0.869  0.215
H: 2.127 -0.027 0.202  0.470

## Properties
**Lowest unoccupied orbital energy**: -0.03 eV
**Frontier orbital gap**: 10.054 eV
**ΔE to the lowest compared entry with this formula, charge and spin**: 305.42 kJ/mol
**Total charge**: 0

---

2.
A 2-piece molecular cluster, C5H15NO overall. Source: the OMol25 dataset; level of theory: wB97M-V/def2-TZVPD.

Each line ends with the Mulliken charge.
Cartesian coordinates (Å):
C: 2.709 0.998 1.493  -1.267
C: 2.181 -0.021 0.351  -0.905
C: 0.717 -0.616 0.196  -0.604
C: -0.242 0.497 0.326  -2.405
N: -1.600 0.104 -0.109  2.107
C: -2.379 -1.215 -0.173  -1.838
H: 1.852 1.752 1.442  0.276
H: 2.566 0.484 2.501  0.355
H: 3.610 1.557 1.276  0.613
H: 2.982 -0.834 0.443  0.365
H: 2.323 0.487 -0.602  0.432
H: 0.545 -1.489 0.818  0.589
H: 0.701 -0.811 -0.864  0.126
H: 0.126 1.266 -0.351  -0.256
H: -0.178 0.870 1.358  -0.046
H: -2.204 0.806 0.250  0.532
H: -3.314 -1.284 -0.820  0.298
H: -2.775 -1.616 0.834  0.582
H: -1.639 -2.045 -0.372  0.276
H: -2.068 0.392 -1.911  0.335
H: -1.902 0.768 -3.306  0.339
O: -2.011 -0.051 -2.780  -0.903

## Properties
**Lowest unoccupied orbital energy (spin up / spin down)**: 3.87 / 3.82 eV
**Frontier orbital gap (spin up / spin down)**: 2.625 / 8.861 eV
**ΔE to the lowest compared entry with this formula, charge and spin**: 221.68 kJ/mol
**2S+1**: 2
**Total charge**: -1